# C2H9N3O

C2H9N3O as an isolated structure in a non-equilibrium geometry (ωB97M-V/def2-TZVPD, OMol25).

Atoms and positions in Å:
C (0.257, -1.079, 0.930)
N (-0.547, 1.256, 0.931)
N (-0.290, 2.006, -0.078)
O (-1.066, -1.415, 1.090)
H (-1.643, -0.657, 0.902)
H (-0.007, 1.527, 1.764)
H (0.563, 2.580, -0.006)
H (-0.286, 1.235, -1.175)
H (0.843, -1.991, 0.812)
H (0.706, -0.567, 1.779)
C (0.642, -0.680, -1.112)
N (-0.241, 0.110, -1.740)
H (-1.173, -0.301, -1.742)
H (1.651, -0.280, -1.030)
H (0.591, -1.744, -1.325)

Results
E_LUMO (spin up / spin down) = -0.0160 / -0.0162 Ha
HOMO energy (spin up / spin down) = -7.2 / -7.2 eV
Energy relative to the best compared isomer or geometry (same formula, charge and spin) = 599.9 kJ/mol
DFT total energy = -8732.222 eV
Multiplicity = 1
F_max = 3.0 eV Å⁻¹
Orbital gap (spin up / spin down) = 6.800 / 6.792 eV